[1]
The following is a quantum chemistry calculation of an isolated molecule of C6H12O, from the Open Molecules 2025 dataset.

Its charge is 0. The SMILES is CCC/C(C)=C\O. The value obtained for the HOMO energy is -8.365 eV. Its spin multiplicity is 1. The LUMO energy comes out at 0.9 eV. The calculation puts the max |F| at 0.41 eV/Å. The gap between HOMO and LUMO comes out at 9.246 eV. For the total energy, the calculation gives -311.0316 hartree.

Each line ends with the natural charge from an NBO analysis.
Positions of all 19 atoms, in Å:
1 C -2.68 0.13 -0.15  -0.6063
2 C -1.25 0.45 0.30  -0.3860
3 C -0.21 -0.46 -0.36  -0.4333
4 C 1.22 -0.16 0.03  -0.1116
5 C 1.78 -0.97 1.15  -0.6128
6 C 2.00 0.73 -0.58  0.1413
7 O 1.70 1.47 -1.69  -0.6786
8 H -2.78 0.24 -1.23  0.1999
9 H -2.96 -0.90 0.11  0.2029
10 H -3.40 0.80 0.32  0.2126
11 H -1.18 0.36 1.40  0.1998
12 H -1.00 1.49 0.07  0.1951
13 H -0.33 -0.40 -1.45  0.1923
14 H -0.45 -1.51 -0.10  0.2114
15 H 1.17 -0.81 2.05  0.2045
16 H 1.77 -2.02 0.86  0.2070
17 H 2.82 -0.71 1.38  0.2137
18 H 3.00 0.95 -0.21  0.1759
19 H 0.77 1.32 -1.90  0.4723

---

[2]
The following is a quantum chemistry calculation of a cluster of 3 separate species, H6O3 in total, from the Open Molecules 2025 dataset.

Its charge is 0. The SMILES is O.O.O. The value obtained for the HOMO energy is -11.103 eV. Its spin multiplicity is 1. The LUMO energy comes out at 0.5 eV. The calculation puts the max |F| at 0.50 eV/Å. The gap between HOMO and LUMO comes out at 11.587 eV. For the total energy, the calculation gives -229.3107 hartree.

Each line ends with the natural charge from an NBO analysis.
Positions of all 9 atoms, in Å:
1 O 0.53 -0.76 -0.95  -0.9684
2 H 0.29 0.09 -1.35  0.4957
3 H 1.49 -0.79 -0.98  0.4651
4 O -0.75 1.76 -1.16  -0.9566
5 H -0.73 2.70 -0.94  0.4827
6 H -1.56 1.43 -0.77  0.4820
7 O 0.17 -1.78 2.30  -0.9444
8 H 0.59 -1.82 1.43  0.4792
9 H -0.03 -0.85 2.43  0.4647

---

[3]
The following is a quantum chemistry calculation of a structure of composition C12H25N2O3P2Pr, from the Open Molecules 2025 dataset.

Its charge is 0. The value obtained for the HOMO energy (alpha / beta) is -4.958 / -7.002 eV. Its spin multiplicity is 3. The LUMO energy (alpha / beta) comes out at -0.3 / -0.1 eV. The calculation puts the max |F| at 13.29 eV/Å. The gap between HOMO and LUMO (alpha / beta) comes out at 4.647 / 6.948 eV. For the total energy, the calculation gives -2006.7417 hartree.

Each line ends with the Mulliken spin population.
Positions of all 45 atoms, in Å:
1 C -1.38 2.94 -1.42  -0.0919
2 C -0.96 1.94 -0.53  0.1777
3 N 0.02 1.06 -0.91  0.0803
4 C 0.59 1.13 -2.14  0.2295
5 C 0.16 2.10 -3.07  -0.1163
6 C -0.83 3.01 -2.70  0.2522
7 C -1.57 1.76 0.83  -0.0346
8 P -0.42 0.84 1.97  0.0643
9 Pr 0.59 -0.53 0.44  1.7760
10 P 1.56 -1.39 -1.43  0.0653
11 C 1.72 0.18 -2.43  -0.0259
12 O -4.12 -0.13 1.09  -0.0002
13 O -2.60 -2.38 1.43  -0.0137
14 H -2.16 3.64 -1.10  -0.0060
15 H 0.63 2.13 -4.06  -0.0068
16 H -1.17 3.78 -3.41  0.0245
17 C 0.61 2.14 2.77  0.0235
18 C -1.48 0.23 3.33  0.0275
19 H 1.84 0.01 -3.52  0.0037
20 H 2.66 0.64 -2.06  0.0150
21 H -2.47 1.10 0.76  0.0198
22 H -1.92 2.73 1.24  0.0044
23 C 3.26 -2.09 -1.40  -0.0037
24 C 0.63 -2.55 -2.52  0.0041
25 H -1.85 -1.97 0.90  -0.0223
26 H -2.13 -2.81 2.17  0.0004
27 H -3.67 -0.98 1.34  -0.0001
28 H -4.39 -0.31 0.18  0.0001
29 H 2.07 0.16 0.79  -0.2716
30 H -0.89 -1.30 0.06  -0.1958
31 H 0.00 2.87 3.33  -0.0009
32 H 1.32 1.65 3.45  0.0015
33 H 1.18 2.66 1.98  -0.0053
34 H -2.06 1.04 3.81  0.0003
35 H -2.16 -0.53 2.92  -0.0077
36 H -0.82 -0.25 4.08  -0.0046
37 H 1.15 -2.73 -3.48  -0.0011
38 H 0.50 -3.51 -1.98  -0.0020
39 H -0.37 -2.12 -2.70  0.0000
40 H 3.65 -2.29 -2.41  -0.0026
41 H 3.91 -1.38 -0.86  0.0058
42 H 3.23 -3.03 -0.82  -0.0010
43 O 3.55 -3.24 2.66  -0.0006
44 C 2.73 -2.49 2.05  0.0044
45 N 1.88 -1.71 1.41  0.0345

---

[4]
The following is a quantum chemistry calculation of a structure of composition C31H39N2O2OsS5, from the Open Molecules 2025 dataset.

Its charge is -1. The value obtained for the HOMO energy (alpha / beta) is -3.668 / -4.537 eV. Its spin multiplicity is 5. The LUMO energy (alpha / beta) comes out at 2.3 / 2.2 eV. The calculation puts the max |F| at 0.36 eV/Å. The gap between HOMO and LUMO (alpha / beta) comes out at 5.971 / 6.729 eV. For the total energy, the calculation gives -3546.2795 hartree.

Each line ends with the Mulliken spin population.
Positions of all 80 atoms, in Å:
1 Os -0.20 -1.82 0.57  3.1543
2 C 3.53 -2.83 0.22  0.0052
3 C 4.70 -1.85 0.41  0.0029
4 C 4.88 -1.53 1.90  0.0012
5 C 4.62 -0.62 -0.48  -0.0018
6 C 5.55 -0.50 -1.49  -0.0002
7 C 5.58 0.60 -2.33  0.0006
8 C 4.69 1.63 -2.09  0.0004
9 C 3.73 1.57 -1.07  0.0053
10 C 3.00 2.88 -0.81  0.0085
11 C 1.64 3.05 -1.50  -0.0023
12 C 2.97 3.23 0.68  0.0021
13 C 3.62 0.38 -0.30  -0.0052
14 N 2.64 0.11 0.68  0.0160
15 C 0.16 1.15 1.27  0.2126
16 C -1.29 1.09 0.91  -0.1199
17 N -1.78 0.12 0.24  0.0793
18 C -3.12 0.26 -0.24  0.0258
19 C -4.11 -0.64 0.17  -0.0129
20 C -5.41 -0.44 -0.27  -0.0054
21 C -5.72 0.60 -1.13  0.0072
22 C -4.72 1.43 -1.59  -0.0036
23 C -3.40 1.28 -1.17  0.0035
24 C -2.33 2.16 -1.79  0.0022
25 C -2.49 3.63 -1.39  0.0004
26 C -2.31 2.01 -3.31  0.0003
27 C -3.78 -1.81 1.09  -0.0305
28 C -4.37 -1.61 2.48  0.0074
29 C -4.22 -3.14 0.47  -0.0027
30 H 3.69 -3.73 0.81  -0.0005
31 H 3.41 -3.11 -0.83  -0.0004
32 H 2.62 -2.35 0.56  0.0210
33 H 5.61 -2.37 0.09  -0.0001
34 H 3.96 -1.11 2.30  0.0002
35 H 5.69 -0.81 2.04  0.0000
36 H 5.13 -2.44 2.44  -0.0002
37 H 6.28 -1.29 -1.62  0.0001
38 H 6.31 0.67 -3.13  0.0001
39 H 4.75 2.53 -2.69  -0.0003
40 H 3.63 3.63 -1.28  -0.0013
41 H 0.88 2.36 -1.13  0.0123
42 H 1.74 2.87 -2.57  0.0002
43 H 1.28 4.07 -1.35  -0.0002
44 H 2.59 2.41 1.28  -0.0014
45 H 2.36 4.13 0.86  0.0002
46 H 3.98 3.43 1.04  0.0005
47 H 0.48 2.18 1.05  -0.0040
48 H -1.91 1.94 1.21  0.0097
49 H -6.19 -1.12 0.06  0.0003
50 H -6.74 0.74 -1.47  0.0005
51 H -4.96 2.22 -2.30  0.0002
52 H -1.35 1.83 -1.44  -0.0040
53 H -3.45 4.02 -1.74  0.0002
54 H -1.70 4.24 -1.84  0.0002
55 H -2.46 3.76 -0.31  -0.0002
56 H -3.24 2.38 -3.76  0.0000
57 H -2.19 0.97 -3.59  0.0000
58 H -1.49 2.58 -3.74  0.0000
59 H -2.70 -1.86 1.17  0.0306
60 H -5.46 -1.56 2.45  0.0008
61 H -4.00 -0.69 2.93  -0.0016
62 H -4.08 -2.44 3.14  -0.0010
63 H -5.31 -3.20 0.34  -0.0001
64 H -3.91 -3.97 1.10  0.0006
65 H -3.76 -3.26 -0.52  0.0006
66 S 1.55 2.36 6.55  -0.0001
67 C 1.07 1.57 5.19  -0.0009
68 S 1.04 2.27 3.62  0.0050
69 C 0.40 0.90 2.73  -0.0218
70 C 0.17 -0.21 3.45  0.0182
71 S -0.42 -1.78 2.99  0.2025
72 S 0.56 -0.08 5.16  0.0132
73 S 1.13 0.09 0.09  0.1932
74 C -1.13 -5.34 -1.60  -0.0057
75 C -0.88 -3.96 -1.05  0.0433
76 O -0.60 -3.88 0.21  0.0617
77 O -0.92 -2.96 -1.77  0.0737
78 H -1.47 -6.01 -0.82  0.0004
79 H -0.19 -5.72 -2.00  0.0025
80 H -1.85 -5.29 -2.41  0.0016

---

[5]
The following is a quantum chemistry calculation of a cluster of 2 separate species, C3H6N2O in total, from the Open Molecules 2025 dataset.

Its charge is 0. The SMILES is N=C=NC=O.C. The value obtained for the HOMO energy is -10.567 eV. Its spin multiplicity is 1. The LUMO energy comes out at 0.6 eV. The calculation puts the max |F| at 1.32 eV/Å. The gap between HOMO and LUMO comes out at 11.179 eV. For the total energy, the calculation gives -302.6075 hartree.

Each line ends with the natural charge from an NBO analysis.
Positions of all 12 atoms, in Å:
1 N 0.12 1.24 -1.16  -0.6971
2 C 0.17 0.76 -0.06  0.6986
3 N 0.24 0.48 1.14  -0.5765
4 C 1.24 1.41 1.63  0.5265
5 O 2.00 1.13 2.50  -0.4949
6 H 0.27 0.70 -1.99  0.4175
7 H 1.21 2.41 1.13  0.1162
8 C -1.00 -1.67 -0.70  -0.8477
9 H -1.64 -1.46 -1.56  0.2119
10 H -1.22 -2.64 -0.27  0.2260
11 H 0.05 -1.64 -1.01  0.2016
12 H -1.20 -0.92 0.07  0.2177

---

[6]
The following is a quantum chemistry calculation of the ion C8H13N2O2 with charge +1, from the Open Molecules 2025 dataset.

Its charge is +1. The value obtained for the HOMO energy (alpha / beta) is -8.919 / -12.243 eV. Its spin multiplicity is 3. The LUMO energy (alpha / beta) comes out at -3.4 / -4.8 eV. The calculation puts the max |F| at 3.52 eV/Å. The gap between HOMO and LUMO (alpha / beta) comes out at 5.549 / 7.405 eV. For the total energy, the calculation gives -572.0803 hartree.

Each line ends with the Mulliken spin population.
Positions of all 25 atoms, in Å:
1 C 0.36 0.90 0.59  0.7147
2 C 0.34 -0.37 0.55  0.0568
3 C 2.61 0.88 0.23  0.5210
4 C -0.60 1.99 0.45  -0.0412
5 C -0.94 -1.33 0.76  0.0988
6 C -2.15 1.47 0.35  0.0871
7 C -1.92 -1.09 -0.41  0.0000
8 C 3.63 -1.20 -0.59  0.0351
9 N 2.71 -0.39 0.14  0.0704
10 N -2.38 0.36 -0.73  0.0004
11 O 3.26 1.86 0.17  0.3784
12 O 1.47 -1.12 0.45  0.0573
13 H -0.48 2.63 1.32  0.0118
14 H -0.25 2.48 -0.46  0.0145
15 H -0.61 -2.30 0.58  -0.0010
16 H -1.48 -1.31 1.76  -0.0064
17 H -2.50 0.95 1.26  -0.0026
18 H -2.82 2.28 0.09  -0.0032
19 H -1.45 -1.39 -1.36  -0.0002
20 H -2.77 -1.76 -0.25  0.0014
21 H 4.67 -1.13 -0.37  0.0010
22 H 3.15 -2.18 -0.41  0.0078
23 H 3.46 -1.04 -1.65  -0.0027
24 H -3.37 0.28 -0.84  0.0008
25 H -1.95 0.57 -1.64  -0.0001

---

[7]
The following is a quantum chemistry calculation of a structure of composition ArH18O9, from the Open Molecules 2025 dataset.

Its charge is 0. The value obtained for the HOMO energy is -9.638 eV. Its spin multiplicity is 1. The LUMO energy comes out at -0.2 eV. The calculation puts the max |F| at 0.90 eV/Å. The gap between HOMO and LUMO comes out at 9.418 eV. For the total energy, the calculation gives -1215.4646 hartree.

Each line ends with the natural charge from an NBO analysis.
Positions of all 28 atoms, in Å:
1 Ar -0.71 -0.89 0.28  0.0003
2 O 0.63 2.69 1.16  -0.9866
3 H -0.05 2.57 0.49  0.4900
4 H 1.44 2.80 0.65  0.4836
5 O 1.69 -3.92 -0.38  -0.9439
6 H 1.87 -3.75 -1.30  0.4698
7 H 2.25 -4.67 -0.17  0.4805
8 O 0.40 -3.63 2.06  -0.9858
9 H 0.48 -3.60 1.11  0.4725
10 H 0.78 -2.80 2.36  0.4872
11 O 0.02 -0.42 -2.99  -0.9434
12 H -0.15 -1.29 -3.35  0.4857
13 H 0.18 0.13 -3.76  0.4792
14 O -0.89 1.16 3.20  -0.9689
15 H -1.75 1.58 3.19  0.4745
16 H -0.47 1.44 2.39  0.4957
17 O 0.78 -1.27 3.20  -0.9662
18 H 0.25 -0.48 3.21  0.5038
19 H 1.44 -1.11 3.88  0.4735
20 O 1.79 1.70 -1.75  -0.9431
21 H 1.30 2.42 -2.15  0.4637
22 H 1.12 1.10 -1.44  0.4803
23 O -2.49 0.74 -2.45  -0.9545
24 H -2.51 1.59 -2.90  0.4643
25 H -1.70 0.31 -2.78  0.4909
26 O -1.54 2.68 -0.56  -0.9787
27 H -1.85 1.96 -1.12  0.4952
28 H -2.32 2.94 -0.07  0.4804

---

Energy relative to the best compared isomer or geometry (same formula, charge and spin) in kJ/mol, matching the order above: 72.7, 37.9, 949.5, 0.0, 224.6, 320.9, 20.1